Entry 1:
A structure of composition C54H61AsIrN2O7PS3Si, computed with wB97M-V/def2-TZVPD.

Geometry as XYZ:
```
131
Properties=species:S:1:pos:R:3:forces:R:3
Ir -0.08977 0.32708 -0.00491 -0.5 -1.0 -0.9
O -2.03196 1.38432 -0.58179 0.6 0.3 0.0
S -2.33888 2.04550 0.72277 0.8 0.4 0.6
O -2.79660 3.39522 0.66223 -0.2 -0.1 -0.3
O -1.17699 1.82046 1.62307 -0.3 0.6 0.0
C -3.56197 1.04633 1.46932 -0.2 -0.2 0.1
C -4.78135 1.60368 1.81515 0.0 -0.1 0.0
C -5.67082 0.86098 2.57614 -0.1 0.0 0.0
C -5.31613 -0.40704 3.00942 0.0 0.0 0.0
C -4.08799 -0.95337 2.66077 0.0 0.0 0.0
C -3.19934 -0.24596 1.85509 0.0 0.0 -0.1
P -1.56370 -1.01681 1.49188 -0.4 0.4 0.3
C -1.01068 -1.24922 3.23077 0.0 0.1 0.0
C -0.61649 -2.47888 3.75296 -0.1 0.0 -0.1
C -0.32067 -2.60448 5.10533 0.0 0.0 0.0
C -0.42701 -1.50934 5.94817 0.0 0.0 0.0
C -0.82099 -0.27872 5.43620 0.0 0.0 0.0
C -1.10171 -0.14449 4.08688 0.0 0.0 0.0
C -1.95113 -2.72012 0.95869 0.1 0.0 0.0
C -3.24801 -3.18005 0.75852 0.0 -0.1 -0.1
C -3.47190 -4.48433 0.33684 0.0 0.0 0.0
C -2.40941 -5.34125 0.09509 0.0 0.0 0.0
C -1.11042 -4.88046 0.25129 0.0 0.1 0.0
C -0.88995 -3.57922 0.67469 -0.2 -0.2 0.0
H -5.00173 2.61700 1.50881 0.0 0.0 0.0
H -6.62634 1.28428 2.85766 0.0 0.0 0.0
H -5.99316 -0.97542 3.63404 0.0 0.0 0.0
H -3.81830 -1.93408 3.03359 0.0 0.0 0.0
H -0.58038 -3.35837 3.12541 0.0 0.0 0.0
H -0.02715 -3.56899 5.50040 0.0 0.0 0.0
H -0.21915 -1.61741 7.00584 0.0 0.0 0.0
H -0.92120 0.57728 6.09152 0.0 0.0 0.0
H -1.40497 0.81813 3.69221 0.0 0.0 0.0
H -4.09253 -2.52195 0.89947 0.0 -0.1 -0.1
H -4.48783 -4.82665 0.18712 0.0 0.0 0.0
H -2.59197 -6.35707 -0.23144 0.0 0.0 0.0
H -0.27201 -5.52743 0.02242 0.0 0.0 0.0
H 0.11693 -3.20654 0.73206 0.1 0.1 0.1
S -1.22524 -1.33327 -1.40433 0.1 -0.3 0.0
C -1.86417 -0.45630 -2.79617 -0.3 -0.3 0.1
C -3.08277 -0.80556 -3.35391 -0.1 0.0 -0.1
C -3.53629 -0.11440 -4.47746 0.0 -0.1 0.1
C -2.79575 0.92267 -5.02281 0.1 0.0 0.0
C -1.57206 1.27172 -4.45600 0.0 -0.1 -0.2
C -1.12150 0.54483 -3.37078 0.1 0.5 0.0
As 0.52279 0.79213 -2.43221 0.7 -0.6 0.0
C 1.62860 -0.70930 -2.93974 0.1 0.0 0.1
C 1.14757 -1.69498 -3.79290 0.1 0.0 -0.1
C 1.93495 -2.80281 -4.07678 0.0 0.0 0.0
C 3.19568 -2.92791 -3.50879 0.0 0.0 0.0
C 3.67973 -1.93318 -2.66890 0.0 0.0 0.0
C 2.89785 -0.82294 -2.37917 -0.1 -0.2 0.0
C 1.29567 2.25198 -3.40891 -0.1 0.2 0.1
C 0.98438 3.56930 -3.09283 0.0 0.1 -0.2
C 1.35689 4.58351 -3.96274 0.0 0.0 0.0
C 2.02093 4.27551 -5.14439 0.0 0.0 0.0
C 2.33421 2.95886 -5.44659 0.0 0.0 0.0
C 1.98127 1.93594 -4.57395 -0.1 0.2 -0.1
H -3.67678 -1.59423 -2.90870 0.0 0.0 0.0
H -4.49137 -0.37936 -4.91259 0.0 0.0 0.0
H -3.16423 1.46256 -5.88464 0.0 0.0 0.0
H -0.98784 2.08733 -4.86306 0.0 0.0 0.0
H 0.16766 -1.60143 -4.24406 0.0 0.0 0.0
H 1.55819 -3.57030 -4.74071 0.0 0.0 0.0
H 3.80257 -3.79823 -3.72532 0.0 0.0 0.0
H 4.66961 -2.01773 -2.23754 0.0 0.0 0.0
H 3.28275 -0.04893 -1.73200 0.0 0.1 0.0
H 0.44097 3.80042 -2.18705 0.0 0.0 0.0
H 1.11695 5.61200 -3.72465 0.0 0.0 0.0
H 2.29355 5.06579 -5.83270 0.0 0.0 0.0
H 2.86375 2.72154 -6.36081 0.0 0.0 0.0
H 2.21527 0.90857 -4.81839 0.0 0.0 0.0
C 2.38013 5.53496 -0.30821 -0.1 0.0 -0.1
C 3.36899 5.06496 0.74248 0.2 -0.1 0.0
C 2.67811 4.77742 2.06458 0.0 -0.1 0.1
C 4.47879 6.08961 0.91889 0.1 0.0 0.0
O 4.03144 3.86372 0.28565 -0.1 0.0 0.0
Si 3.82403 2.32538 -0.14233 0.2 -0.4 -0.2
S 1.66728 2.01728 -0.28169 -0.5 1.2 0.7
O 4.58552 1.30973 0.87710 0.0 0.2 0.1
C 5.52884 1.35877 1.99697 0.0 0.0 -0.3
C 6.39118 0.11755 1.83712 0.0 -0.1 0.0
C 4.74472 1.29421 3.28861 0.0 0.0 0.1
C 6.39521 2.61025 2.00827 -0.1 0.1 -0.1
O 4.27594 2.07216 -1.68658 0.2 0.0 0.2
C 5.47672 2.34459 -2.46019 -0.2 0.0 0.1
C 6.67971 2.57737 -1.57031 0.0 -0.1 0.2
C 5.69092 1.12392 -3.33599 0.0 -0.1 -0.1
C 5.19633 3.58158 -3.28761 0.0 0.2 0.0
H 1.99035 6.51646 -0.03176 0.0 0.0 0.0
H 1.54506 4.83846 -0.39194 0.0 0.0 0.0
H 2.87369 5.61045 -1.27966 0.0 0.0 0.0
H 2.15286 5.66801 2.41461 0.0 0.0 0.0
H 3.40975 4.48693 2.82242 0.0 0.0 0.0
H 1.94678 3.97389 1.94357 0.0 0.0 0.0
H 4.06732 7.03329 1.28009 0.0 0.0 0.0
H 4.98214 6.26860 -0.03308 0.0 0.0 0.0
H 5.21907 5.73588 1.63812 0.0 0.0 0.0
H 5.76121 -0.77245 1.77590 0.0 0.0 0.0
H 7.06499 0.00968 2.68927 0.0 0.0 0.0
H 6.99029 0.18101 0.92717 0.0 0.0 0.0
H 4.23730 0.33838 3.35944 0.2 0.2 0.0
H 4.00523 2.09954 3.33299 0.0 0.0 0.0
H 5.41802 1.39256 4.14202 0.0 0.0 0.0
H 7.00180 2.68476 1.11468 0.1 0.0 -0.1
H 7.06644 2.56380 2.86755 0.0 0.0 0.0
H 5.78935 3.51076 2.09100 0.0 0.0 0.0
H 6.90606 1.68090 -0.99080 0.0 0.0 0.0
H 6.49612 3.40998 -0.89045 0.0 0.0 0.0
H 7.55198 2.82078 -2.17924 0.0 0.0 0.0
H 5.85309 0.23969 -2.71532 0.0 0.0 0.0
H 6.56193 1.26299 -3.97934 0.0 0.0 0.0
H 4.81398 0.94976 -3.96366 0.0 0.0 0.0
H 5.02971 4.44201 -2.63378 0.0 0.0 0.0
H 4.30688 3.43014 -3.89130 0.0 0.0 0.0
H 6.03969 3.80221 -3.94629 0.0 0.0 0.0
N 2.48234 -4.44574 1.78909 0.1 0.1 0.0
C 3.07372 -3.47620 2.53753 -0.1 -0.1 0.0
O 4.05418 -3.67050 3.22110 0.0 0.0 0.0
C 2.44825 -2.10855 2.49462 0.1 -0.1 -0.1
C 2.55344 -1.30782 3.62115 -0.1 0.0 0.2
C 2.04757 -0.02597 3.57857 -0.2 0.0 0.0
C 1.44969 0.43441 2.42141 0.1 -0.3 0.2
N 1.32123 -0.35425 1.34263 0.1 -0.5 0.0
C 1.82460 -1.59666 1.37703 0.3 0.2 -0.3
H 2.86846 -5.37400 1.83776 0.0 0.0 0.0
H 1.59099 -4.31744 1.34773 0.0 0.0 0.0
H 3.05268 -1.69827 4.49962 0.0 0.0 0.0
H 2.11864 0.63334 4.43156 0.0 0.0 0.0
H 1.03498 1.42872 2.35059 0.0 0.0 0.0
H 1.77492 -2.14805 0.44923 0.0 0.0 -0.1
```
Positions in Å, forces in eV/Å.

The maximum force comes out at 1.5 eV/Å. As for the electronic energy: -6896.03504 hartree. The spin multiplicity is 2. Its orbital gap (alpha / beta) is 6.19 / 6.26 eV. The net charge is +1.

Results of the Löwdin charge analysis, in e, for atoms 1 through 2: Ir 0.77; O -0.45



Entry 2:
A cluster of 10 separate species, C9H36N5O12 in total, computed with wB97M-V/def2-TZVPD.

Geometry as XYZ:
```
62
Properties=species:S:1:pos:R:3:forces:R:3
N 0.71693 0.16912 0.40624 -0.9 1.5 0.6
O 0.02386 0.91995 1.10190 -1.1 2.2 0.2
O 1.15079 0.50181 -0.68688 0.5 0.7 -1.6
O 0.94222 -0.90208 0.88442 1.4 -4.3 0.8
C 0.45771 -0.52650 6.17932 -0.5 -0.4 -0.9
O -0.26565 0.72298 6.21453 0.8 -0.8 0.3
H 1.30556 -0.58011 5.49641 0.4 0.9 0.2
H 0.76762 -0.87960 7.16287 -0.2 0.5 0.1
H -0.14411 -1.30828 5.71592 -0.6 -0.1 0.3
H -0.16202 1.14516 5.35860 0.0 0.0 -0.1
C 2.84559 -2.19972 -5.75614 -0.2 1.0 -0.1
O 3.66531 -2.73224 -6.77902 0.0 -0.1 -0.1
H 2.82472 -1.11046 -5.79062 0.7 0.1 -0.1
H 1.79235 -2.39480 -5.95796 -0.1 -0.8 0.5
H 3.25353 -2.49392 -4.78912 -0.6 -0.1 0.2
H 3.61258 -3.67681 -6.61601 0.3 -0.1 -0.4
C 6.29717 -3.10352 0.14058 -0.7 0.5 -1.0
O 7.65888 -3.32684 0.34615 0.9 0.0 0.4
H 5.65508 -3.53606 0.90787 0.0 0.0 0.0
H 6.11068 -2.03290 0.05625 0.2 0.1 0.5
H 6.02208 -3.44355 -0.85782 -0.4 -0.5 0.0
H 7.81530 -4.27400 0.34161 0.0 0.0 0.0
C -4.30465 -3.34276 -1.98702 -0.2 1.7 -0.6
O -4.13663 -3.18780 -3.38523 0.2 -0.5 -0.9
H -5.10762 -2.64901 -1.73791 -0.5 -0.4 0.5
H -4.56654 -4.38028 -1.77951 0.3 0.2 0.3
H -3.45159 -2.88814 -1.48333 0.3 -0.9 0.4
H -3.46732 -2.52707 -3.57775 0.0 0.0 0.1
C -2.92640 2.11258 -5.38585 0.3 0.2 0.9
O -2.05269 1.06281 -4.92548 -0.8 0.5 -0.3
H -2.38275 2.83112 -5.99923 -0.2 -0.3 -0.7
H -3.84553 1.70329 -5.80510 0.5 -0.3 -0.6
H -3.32029 2.74472 -4.59001 0.2 -0.2 0.6
H -1.48841 1.42878 -4.24045 0.1 0.0 0.1
C -1.09573 7.71730 1.97674 -0.6 -0.1 -0.5
O -1.32772 6.55326 2.73659 0.4 -0.1 0.6
H -1.81625 7.65334 1.16136 0.1 0.7 -0.4
H -1.29846 8.60536 2.57534 -0.1 -0.2 0.1
H -0.08559 7.81203 1.57831 0.2 -0.2 0.0
H -1.25830 5.80514 2.13901 0.1 -0.1 0.1
C 4.68782 5.17963 1.33278 -0.5 -0.3 0.7
O 3.99392 4.99101 0.13640 0.0 0.0 -1.2
H 5.07241 4.23330 1.71312 0.2 0.0 0.2
H 5.51649 5.87900 1.22186 -0.1 0.0 -0.2
H 3.95386 5.57222 2.03652 0.3 0.2 0.6
H 3.67277 4.08766 0.08721 -0.1 0.0 0.0
C -5.92613 2.38781 2.40336 -1.6 -0.1 1.6
O -7.03819 2.82869 2.64519 -0.7 1.2 -1.2
N -5.05184 2.67655 1.48117 1.6 2.5 -3.6
N -5.48004 1.43717 3.18042 0.8 -2.8 2.4
H -5.20267 3.52478 0.95404 0.0 -0.2 0.0
H -4.09467 2.35449 1.49532 -0.3 -0.1 0.1
H -4.50736 1.16540 3.19257 -0.4 -0.2 0.4
H -6.16352 1.21251 3.88927 0.7 -0.4 0.2
C 0.23834 -6.72719 0.40960 0.6 -2.0 -1.3
O 0.07341 -7.90264 0.21481 -0.1 -2.3 -0.8
N -0.45273 -6.03703 1.20727 -4.8 2.4 5.2
N 1.09012 -5.93841 -0.16126 3.7 1.1 -2.9
H -0.23033 -5.06878 1.38927 -0.7 -0.3 0.2
H -1.24942 -6.51592 1.60231 0.2 0.6 0.4
H 1.49420 -6.32281 -1.00331 0.5 0.8 0.3
H 1.19008 -5.00946 0.22236 0.5 -0.1 -1.1
```
Positions in Å, forces in eV/Å.

The maximum force comes out at 7.4 eV/Å. As for the electronic energy: -1540.97615 hartree. Its orbital gap is 7.08 eV. The net charge is -1.

Results of the Löwdin charge analysis, in e, for atoms 1 through 2: N -0.73; O -0.11



Entry 3:
A structure of composition C20H37AgF6NO6, computed with wB97M-V/def2-TZVPD.

Geometry as XYZ:
```
71
Properties=species:S:1:pos:R:3:forces:R:3
Ag 0.19647 0.64024 -0.34866 1.0 1.0 1.2
C 0.19243 0.42984 3.18045 -0.3 0.8 -0.5
O 1.19124 0.87153 4.13716 -0.2 -0.3 0.2
O 0.31020 1.07301 2.06345 0.0 -0.4 -1.1
C 0.35479 -1.11601 3.06354 -0.3 -0.4 -0.5
F 1.59907 -1.59137 3.20411 0.2 0.0 0.1
F -0.42179 -1.79566 3.95865 0.1 0.1 0.2
F -0.07016 -1.56165 1.84990 0.0 0.0 0.0
C 0.73631 0.90512 5.45838 0.2 -0.1 0.4
C 1.92413 1.18199 6.36219 0.2 0.8 0.2
H 2.81993 0.69644 5.97792 -0.1 -0.3 0.2
H 2.16998 2.24894 6.40152 -0.1 0.0 -0.3
H 1.71641 0.91933 7.40282 0.1 -0.3 -0.1
H 0.29110 -0.04906 5.77456 -0.1 0.0 -0.2
H -0.01868 1.69404 5.58584 -0.1 -0.1 0.0
H -0.82838 0.58046 3.61805 0.1 -0.2 0.6
C 2.33683 3.15650 -1.24255 -0.9 1.5 0.3
O 1.73214 2.13507 -2.09094 0.3 -0.6 -0.8
O 1.99308 2.97428 -0.03655 0.0 -0.6 1.1
C 3.86732 3.20458 -1.43331 0.1 -0.2 0.5
F 4.49131 2.15815 -0.85158 0.1 -0.3 -0.5
F 4.28081 3.28394 -2.72789 0.2 -0.2 -0.1
F 4.39060 4.28414 -0.82095 -0.1 0.3 -0.1
C 1.46959 2.43858 -3.42760 -0.6 -0.5 -0.6
C 0.84700 1.20588 -4.08883 0.2 0.7 0.0
H 1.52637 0.36195 -3.97958 -0.1 -0.1 -0.1
H -0.12060 0.97819 -3.64506 0.0 -0.1 0.1
H 0.70575 1.48603 -5.13705 -0.1 -0.4 -0.1
H 2.34456 2.69486 -4.03686 0.2 0.1 0.4
H 0.73875 3.25424 -3.55506 0.2 0.2 0.3
H 1.97562 4.15336 -1.63431 0.2 -0.1 -0.6
C -4.62927 0.09711 -0.72884 -0.2 -0.4 -0.3
C -3.26720 -0.14790 -0.03246 -1.4 0.6 0.1
C -3.40213 -1.29538 0.95492 0.2 -0.6 0.1
C -3.60717 -2.60299 0.21213 -0.5 0.0 0.5
C -2.46818 -2.88076 -0.75609 -0.7 -0.6 0.4
C -2.02639 -1.71346 -1.65411 0.2 -0.6 -0.5
N -2.18938 -0.45587 -0.93843 1.1 0.4 0.8
O -1.82260 0.67840 -1.71403 -0.7 -0.6 -0.6
C -0.52211 -1.93118 -1.87203 0.3 -0.5 0.5
C -2.74750 -1.71175 -3.02341 -0.2 0.3 -0.1
C -2.98956 1.11917 0.76628 1.3 0.5 0.5
H -4.60181 0.95222 -1.40798 0.1 0.1 0.1
H -5.38064 0.27890 0.04113 0.0 0.2 -0.1
H -5.00253 -0.75147 -1.31056 0.2 0.0 0.0
H -2.49960 -1.37338 1.56870 0.0 0.2 -0.1
H -4.22685 -1.09844 1.64309 -0.1 0.1 -0.1
H -4.58817 -2.59598 -0.27560 0.2 0.1 -0.3
H -3.69664 -3.43169 0.92180 0.2 0.0 0.0
H -2.80635 -3.75112 -1.32721 0.3 0.2 -0.5
H -1.61662 -3.26542 -0.19247 0.1 0.4 0.2
H -0.04476 -1.24605 -2.57043 -0.1 0.1 0.1
H -0.05138 -1.89071 -0.88463 0.1 0.4 -0.1
H -0.28805 -2.96015 -2.17212 -0.4 0.1 -0.4
H -2.05138 -1.37861 -3.79623 -0.1 0.0 -0.1
H -3.13723 -2.68558 -3.31783 0.2 -0.1 0.1
H -3.60777 -1.03477 -3.03827 0.0 0.0 0.0
H -3.80574 1.33690 1.45461 -0.1 -0.1 -0.1
H -2.77364 2.01072 0.17430 -0.4 -0.1 -0.3
H -2.07191 1.03638 1.37019 -0.1 -0.3 0.0
H -2.39286 0.65430 -2.50186 0.1 0.3 0.0
C 4.00358 -1.28986 0.82078 0.0 0.6 0.1
C 3.32891 -1.06422 -0.50491 0.5 0.8 0.4
O 2.18666 -0.68492 -0.55297 -0.4 -0.6 -0.4
C 4.21927 -1.01627 -1.72225 -0.3 -0.9 -0.2
H 4.66928 -0.41570 0.86975 0.2 -0.3 0.2
H 4.57944 -2.20540 0.93432 0.1 0.0 -0.2
H 3.30290 -1.15859 1.63944 -0.2 -0.2 -0.1
H 4.74451 -0.06802 -1.73144 0.1 0.2 0.0
H 3.60874 -1.10876 -2.62002 0.0 0.2 0.0
H 4.92991 -1.84667 -1.70699 0.1 0.2 0.0
```
Positions in Å, forces in eV/Å.

The maximum force comes out at 1.8 eV/Å. As for the electronic energy: -2036.58410 hartree. Its orbital gap is 6.31 eV. The net charge is -1.

Results of the Löwdin charge analysis, in e, for atoms 1 through 2: Ag 0.83; C -0.54



Entry 4:
A cluster of 4 separate species, C18H39FO10S in total, computed with wB97M-V/def2-TZVPD.

Geometry as XYZ:
```
69
Properties=species:S:1:pos:R:3:forces:R:3
O -5.97926 4.82936 -5.54383 -3.9 1.8 -4.5
C -5.21905 4.45722 -4.80739 4.1 -1.4 4.3
O -4.81083 5.13545 -3.69526 -0.2 0.0 0.3
C -3.87984 4.26383 -3.00041 0.7 1.3 -0.7
C -2.53509 4.65882 -3.64989 0.5 -1.2 0.2
C -1.37779 3.70766 -3.29772 0.1 0.6 0.3
C -0.90645 3.96481 -1.85280 -0.5 -0.3 0.1
S 0.85452 3.53952 -1.73174 0.3 -0.1 -0.1
C -4.50394 2.95666 -3.44117 -0.3 0.3 0.1
O -3.98058 1.78432 -3.04927 1.0 -0.4 -0.9
F -5.82871 2.91571 -3.08067 -0.3 0.0 0.9
O -4.55680 3.21734 -4.82066 -0.6 -0.5 -0.4
H -3.79572 4.48253 -1.94021 -0.8 -0.1 0.1
H -2.62328 4.69193 -4.73281 -0.3 0.0 0.0
H -2.33828 5.67823 -3.32493 0.1 0.0 0.1
H -0.53884 3.86130 -3.97738 -0.1 0.2 -0.1
H -1.71230 2.68270 -3.44914 0.2 -0.1 0.2
H -1.51072 3.36222 -1.17249 0.2 -0.1 0.2
H -1.11796 5.00548 -1.61098 0.4 0.1 0.0
H 1.22724 4.00113 -0.51862 -0.5 0.0 -0.2
H -3.63199 1.34310 -3.84030 -0.1 -0.2 0.3
C -1.70215 -1.04688 2.57535 0.0 -0.1 0.1
O -2.32896 -0.14386 3.47267 0.1 0.0 -0.2
C -1.72968 1.14286 3.45491 -0.3 -0.1 0.3
C -2.54064 2.12538 2.63635 0.3 0.1 -0.2
O -2.54150 1.77540 1.25859 -0.2 -0.1 0.1
C -3.74253 1.13689 0.85378 0.0 0.0 -0.1
H -2.34320 -1.92211 2.47280 0.0 0.0 0.1
H -1.55842 -0.60441 1.58707 0.0 0.0 0.0
H -0.73692 -1.36616 2.97994 0.0 0.0 -0.1
H -0.70296 1.08660 3.07997 0.0 0.0 -0.1
H -1.69148 1.49461 4.49105 0.0 0.0 0.0
H -2.07895 3.11485 2.71734 0.0 0.0 0.0
H -3.56305 2.19898 3.01866 0.0 -0.1 0.0
H -4.55394 1.86904 0.78028 -0.1 -0.1 0.0
H -4.03056 0.34120 1.54420 0.0 0.0 0.0
H -3.57503 0.70249 -0.13120 0.0 0.1 0.0
C 0.08872 -4.46723 2.45944 -0.1 0.0 -0.1
O 0.96902 -3.37245 2.26537 0.0 -0.2 0.2
C 1.60922 -2.97122 3.47063 0.1 0.3 -0.3
C 3.03170 -3.48774 3.54091 0.0 -0.1 0.4
O 3.07006 -4.90253 3.64272 -0.1 0.0 -0.2
C 3.37769 -5.53474 2.40951 0.0 -0.1 0.1
H -0.18228 -4.86219 1.48083 0.0 0.1 0.0
H 0.55470 -5.26559 3.04061 0.0 0.0 0.0
H -0.82250 -4.12890 2.96464 0.0 -0.1 0.1
H 1.03368 -3.29433 4.34310 0.0 -0.1 0.0
H 1.63415 -1.87594 3.47099 0.0 0.0 0.1
H 3.50591 -3.08737 4.44291 0.0 0.0 0.0
H 3.60896 -3.14622 2.67553 -0.1 0.0 -0.1
H 4.44018 -5.41150 2.17661 0.0 0.0 -0.1
H 2.77780 -5.13677 1.58828 0.0 0.0 0.0
H 3.16405 -6.59760 2.51720 0.0 0.0 0.1
C 4.67507 -1.01313 -2.86703 0.0 0.1 0.0
O 3.84753 -0.38905 -1.90114 0.1 -0.2 0.0
C 2.80885 -1.23760 -1.42883 0.0 0.4 0.1
C 3.13722 -1.82202 -0.07134 -0.2 -0.4 -0.1
O 4.24130 -2.71920 -0.14193 0.1 0.2 0.0
C 5.45392 -2.14101 0.30843 0.0 -0.1 0.0
H 5.55963 -0.39141 -3.00131 -0.1 0.0 0.0
H 4.99230 -2.00884 -2.54829 0.0 0.0 0.0
H 4.14894 -1.08543 -3.82510 0.0 -0.1 0.0
H 2.59952 -2.03321 -2.15039 0.0 0.0 0.0
H 1.90948 -0.62026 -1.33643 0.0 0.0 0.0
H 2.27905 -2.40161 0.28241 0.0 0.1 0.0
H 3.32963 -1.02705 0.65654 0.0 0.0 -0.1
H 5.45146 -2.05719 1.40139 0.1 0.1 0.0
H 5.62112 -1.15528 -0.13171 0.0 0.0 0.0
H 6.26954 -2.79955 0.01134 -0.1 0.0 0.0
```
Positions in Å, forces in eV/Å.

The maximum force comes out at 6.2 eV/Å. As for the electronic energy: -1959.54633 hartree. Its orbital gap is 9.59 eV. The net charge is 0.

Results of the Löwdin charge analysis, in e, for atoms 1 through 2: O 0.28; C -0.56